(1)
{
  "formula": "H4NPS2",
  "method": "ωB97M-V/def2-TZVPD",
  "symbols": ["N", "P", "S", "S", "H", "H", "H", "H"],
  "coordinates": [[0.776, 0.073, -0.897], [-0.009, 0.560, 0.553], [-1.999, 0.057, -0.015], [0.657, -1.141, 1.683], [0.555, 0.843, -1.510], [0.451, -0.817, -1.183], [-2.267, 1.288, -0.087], [1.836, -0.862, 1.456]],
  "atomic_forces_ev_per_a": [[0.85, 1.81, 1.44], [-0.85, 0.84, -1.67], [-0.02, -1.88, 0.51], [-2.58, -2.76, 2.29], [0.13, -0.38, -0.78], [-0.27, -0.93, -0.66], [-0.90, 2.49, -0.26], [3.63, 0.82, -0.86]],
  "lowdin_charge": [-0.33, 0.19, 0.34, 0.39, 0.00, -0.01, -0.29, -0.29],
  "multiplicity": 3,
  "s_squared": 2.009,
  "homo_ha": [-0.1762, -0.3509],
  "gap_ev": [5.48, 6.34],
  "charge": 0
}

(2)
{
  "formula": "H4NS",
  "method": "ωB97M-V/def2-TZVPD",
  "symbols": ["S", "H", "N", "H", "H", "H"],
  "coordinates": [[0.943, -0.453, 0.497], [1.531, -0.260, 1.691], [-1.536, 0.795, -0.900], [-2.414, 0.398, -0.597], [-1.178, 0.235, -1.664], [-0.821, 0.703, -0.159]],
  "atomic_forces_ev_per_a": [[0.40, -0.21, 0.31], [0.03, -0.01, -0.05], [0.02, 0.67, -0.21], [0.11, -0.22, 0.12], [-0.09, -0.11, 0.02], [-0.45, -0.13, -0.19]],
  "lowdin_charge": [-0.22, -0.47, -0.07, -0.03, -0.03, -0.18],
  "multiplicity": 1,
  "homo_ha": -0.0965,
  "gap_ev": 7.55,
  "charge": -1
}

(3)
{
  "formula": "H4O2",
  "method": "ωB97M-V/def2-TZVPD",
  "symbols": ["H", "H", "H", "H", "O", "O"],
  "coordinates": [[-1.923, 0.660, 0.107], [-0.677, -0.003, -0.386], [1.829, 0.444, 0.275], [1.098, -0.817, 0.392], [-1.588, -0.195, -0.142], [1.263, -0.089, -0.246]],
  "atomic_forces_ev_per_a": [[-0.40, 0.46, 0.19], [0.28, -0.02, -0.13], [1.02, 1.30, 0.54], [-0.09, 0.29, -0.77], [0.01, -0.37, -0.07], [-0.82, -1.65, 0.24]],
  "lowdin_charge": [0.02, -0.02, 0.03, 0.07, -0.06, -0.04],
  "multiplicity": 1,
  "smiles": "O.O",
  "homo_ha": -0.4082,
  "gap_ev": 11.85,
  "charge": 0
}

(4)
{
  "formula": "H4O2",
  "method": "ωB97M-V/def2-TZVPD",
  "symbols": ["H", "H", "O", "H", "H", "O"],
  "coordinates": [[-0.285, -1.632, 0.269], [-1.289, -0.538, 0.344], [-0.836, -1.133, 0.941], [1.088, 1.426, -1.161], [0.642, 1.102, 0.259], [0.679, 0.776, -0.653]],
  "atomic_forces_ev_per_a": [[-0.72, 0.73, 1.37], [-0.31, 0.40, -0.02], [1.03, -1.09, -1.31], [1.08, 1.78, -1.25], [0.08, -0.15, -0.36], [-1.16, -1.65, 1.56]],
  "lowdin_charge": [0.07, 0.01, -0.09, 0.00, 0.05, -0.04],
  "multiplicity": 1,
  "smiles": "O.O",
  "homo_ha": -0.4149,
  "gap_ev": 12.14,
  "charge": 0
}

(5)
{
  "formula": "H4O2",
  "method": "ωB97M-V/def2-TZVPD",
  "symbols": ["H", "H", "H", "H", "O", "O"],
  "coordinates": [[-1.080, -0.619, -0.125], [-1.826, 0.708, 0.420], [2.185, -0.506, 0.175], [1.360, 0.716, -0.435], [-1.918, -0.168, -0.049], [1.278, -0.132, 0.014]],
  "atomic_forces_ev_per_a": [[0.61, 0.36, 0.30], [0.37, -1.77, -0.80], [-1.37, 0.87, -0.41], [0.34, -0.15, 0.04], [-0.90, 1.44, 0.52], [0.95, -0.74, 0.35]],
  "lowdin_charge": [-0.01, 0.06, 0.07, 0.04, -0.09, -0.07],
  "multiplicity": 1,
  "smiles": "O.O",
  "homo_ha": -0.4070,
  "gap_ev": 11.71,
  "charge": 0
}

(6)
{
  "formula": "H4O2",
  "method": "ωB97M-V/def2-TZVPD",
  "symbols": ["H", "H", "H", "H", "O", "O"],
  "coordinates": [[0.447, 0.569, -0.420], [-0.132, 2.033, -0.363], [0.392, -1.495, 1.207], [-0.856, -1.245, 0.208], [0.008, 1.304, -0.913], [0.141, -1.166, 0.281]],
  "atomic_forces_ev_per_a": [[-0.67, 0.95, -0.25], [-0.13, 1.46, 1.49], [-0.76, 0.68, -2.07], [1.82, 0.14, 0.28], [0.68, -2.25, -1.32], [-0.94, -0.98, 1.89]],
  "lowdin_charge": [0.01, -0.01, 0.09, 0.08, -0.07, -0.11],
  "multiplicity": 1,
  "smiles": "O.O",
  "homo_ha": -0.3992,
  "gap_ev": 11.53,
  "charge": 0
}

(7)
{
  "formula": "H4O2",
  "method": "ωB97M-V/def2-TZVPD",
  "symbols": ["H", "H", "H", "H", "O", "O"],
  "coordinates": [[-2.109, 0.512, -0.451], [-0.697, -0.349, -0.197], [1.280, 0.627, 0.567], [1.882, -0.688, 0.175], [-1.585, -0.108, 0.051], [1.229, 0.005, -0.144]],
  "atomic_forces_ev_per_a": [[0.82, 0.02, -0.64], [0.37, 0.70, -0.92], [-0.23, 0.90, 0.65], [-1.19, 1.03, -0.83], [-1.26, -0.64, 1.59], [1.49, -2.01, 0.16]],
  "lowdin_charge": [0.03, -0.02, 0.03, 0.09, -0.07, -0.06],
  "multiplicity": 1,
  "smiles": "O.O",
  "homo_ha": -0.4004,
  "gap_ev": 11.64,
  "charge": 0
}

(8)
{
  "formula": "H4O2",
  "method": "ωB97M-V/def2-TZVPD",
  "symbols": ["O", "H", "H", "O", "H", "H"],
  "coordinates": [[-1.641, -1.596, -0.609], [-2.391, -1.673, -1.240], [-1.219, -0.735, -0.827], [1.461, 1.292, 0.617], [2.071, 2.055, 0.736], [1.719, 0.657, 1.323]],
  "atomic_forces_ev_per_a": [[-0.36, 0.78, -0.88], [0.83, 0.12, 0.67], [-0.44, -0.89, 0.23], [0.88, 0.13, 0.83], [-0.65, -0.85, -0.10], [-0.26, 0.70, -0.75]],
  "lowdin_charge": [-0.09, 0.05, 0.04, -0.09, 0.05, 0.05],
  "multiplicity": 1,
  "smiles": "O.O",
  "homo_ha": -0.4181,
  "gap_ev": 12.25,
  "charge": 0
}

Here are the calculated total energy numbers, same order: -32510.333; -12391.255; -4159.845; -4159.748; -4159.750; -4159.716; -4159.690; -4159.725 (eV).
Here are the calculated energy relative to the best compared isomer or geometry (same formula, charge and spin) numbers, same order: 158.4; 11.7; 9.0; 18.4; 18.2; 21.5; 24.0; 20.6 (kJ/mol).